Below is C39H54BeN5O5 as an isolated structure, with properties calculated with ωB97M-V/def2-TZVPD.

Properties
**LUMO**: -6.4 eV
**Molar mass**: 681.9 g/mol
**Total charge**: +1
**Relative energy (zero: lowest compared OMol25 entry of this formula, charge and spin)**: 413.5 kJ/mol
**Max |F|**: 4.16 eV/Å

Cartesian coordinates (Å):
Be  3.1557  3.0412  0.9419
C  0.4121  -1.1578  0.4931
C  0.7699  0.1036  -0.3190
O  1.8514  0.9124  0.1984
H  -0.5646  -1.5378  0.1935
H  0.3032  -1.0012  1.5663
H  1.1404  -1.9419  0.2863
H  -0.1413  0.7009  -0.2857
H  0.9299  -0.2176  -1.3482
N  -3.1278  -0.5277  -3.9430
C  -2.4391  -0.9130  -2.8276
C  -3.1442  -1.1977  -1.6655
C  -4.5608  -1.0256  -1.6672
C  -5.2268  -0.5666  -2.8027
C  -4.4666  -0.2826  -3.9295
H  -1.3592  -0.9144  -2.8469
H  -2.6460  -1.3930  -0.7274
H  -5.0329  -1.3065  -0.7374
H  -6.2949  -0.4099  -2.8334
H  -4.9322  0.1645  -4.7955
N  -2.2106  2.0896  1.8211
C  -2.7925  3.0974  2.5364
C  -4.0282  3.6473  2.3527
C  -4.8064  3.1005  1.3627
C  -4.3169  2.0138  0.6093
C  -2.9990  1.5459  0.8781
H  -2.2188  3.4342  3.3871
H  -4.4073  4.4630  2.9504
H  -5.8385  3.3456  1.1602
H  -4.8955  1.5131  -0.1529
H  -2.4590  0.8799  0.2214
N  1.8659  3.2192  3.2085
C  0.7789  2.4255  3.2950
C  0.0566  2.3376  4.4659
C  0.4547  2.9804  5.6107
C  1.6331  3.7389  5.5724
C  2.3102  3.8291  4.3348
H  0.3589  1.9988  2.3962
H  -0.8930  1.8250  4.4221
H  -0.1424  2.9797  6.5106
H  1.9510  4.3860  6.3765
H  3.1844  4.4615  4.2877
N  -2.3790  -3.7923  0.1582
C  -3.0914  -4.6611  -0.6246
C  -2.9880  -6.0405  -0.6245
C  -1.9844  -6.5409  0.2274
C  -1.1913  -5.7097  1.0453
C  -1.4150  -4.3232  0.9520
H  -3.7838  -4.0318  -1.1641
H  -3.5704  -6.7650  -1.1743
H  -1.7143  -7.5866  0.2280
H  -0.3991  -6.1308  1.6466
H  -0.8642  -3.6164  1.5548
N  4.6533  -2.3812  -2.3741
C  5.8064  -2.9473  -1.9100
C  6.1427  -3.1050  -0.5501
C  5.2401  -2.5960  0.3947
C  4.1192  -1.9344  -0.0116
C  3.8824  -1.8226  -1.4123
H  6.3873  -3.3747  -2.7139
H  7.0577  -3.5893  -0.2426
H  5.5293  -2.7108  1.4289
H  3.3628  -1.6550  0.7069
H  2.9625  -1.3551  -1.7312
C  1.4330  -1.2548  -4.2939
C  0.8589  -2.3620  -5.1936
O  1.2364  -2.5604  -6.3311
C  -0.1242  -3.3743  -4.5533
H  0.6632  -0.7990  -3.6712
H  1.9469  -0.5026  -4.8925
H  2.2009  -1.6570  -3.6331
H  -1.0977  -3.1740  -5.0007
H  -0.1588  -3.2755  -3.4683
H  0.2086  -4.3594  -4.8804
C  0.2804  -0.8819  4.8990
C  1.0500  -2.1378  5.0930
O  1.8330  -2.2661  6.0009
C  0.7790  -3.2041  4.0482
H  -0.7844  -1.1042  4.9687
H  0.3995  -0.5199  3.8778
H  0.6025  -0.1387  5.6284
H  0.7585  -4.1326  4.6187
H  1.6178  -3.2314  3.3527
H  -0.1831  -3.0597  3.5565
C  -0.9922  5.6693  0.8916
C  -0.1584  4.5222  0.2427
O  0.9906  4.2789  0.5650
C  -0.7827  3.7559  -0.9272
H  -1.6746  5.2627  1.6380
H  -1.4731  6.1845  0.0601
H  -0.2946  6.3922  1.3146
H  -1.3418  4.3676  -1.6351
H  -1.4166  3.0101  -0.4474
H  0.0286  3.2066  -1.4048
C  2.8750  4.3001  -3.8208
C  2.8226  3.0915  -2.8991
O  3.2330  3.2509  -1.7441
C  2.3888  1.7021  -3.3958
H  3.4874  5.1401  -3.4930
H  1.8693  4.7136  -3.8960
H  3.1243  3.9651  -4.8277
H  2.5579  1.6305  -4.4702
H  1.3222  1.5234  -3.2604
H  2.9399  0.8568  -2.9836